{
  "formula": "C36H40N7O4S2Se2Ti",
  "method": "the ωB97M-V functional and the def2-TZVPD basis",
  "molar_mass_g_mol": 904.7,
  "relative_energy_kcal_mol": 0.25,
  "lumo_energy_ev": -9.667,
  "orbital_gap_ha": 0.1624,
  "charge": 3,
  "total_energy_ha": -8528.0535,
  "symbols": ["Ti", "C", "Se", "C", "C", "Se", "C", "H", "H", "H", "H", "H", "H", "H", "H", "H", "H", "C", "C", "N", "H", "H", "H", "C", "C", "C", "N", "C", "S", "N", "C", "O", "C", "C", "C", "C", "C", "C", "H", "H", "H", "H", "H", "H", "H", "H", "H", "H", "H", "H", "H", "H", "N", "C", "C", "C", "C", "C", "C", "N", "C", "C", "C", "C", "N", "C", "C", "H", "H", "H", "H", "H", "H", "H", "H", "H", "O", "S", "O", "N", "C", "O", "C", "C", "C", "C", "C", "C", "H", "H", "H", "H"],
  "positions_angstrom": [[0.24697, -0.47583, -1.09271], [0.07393, -3.06629, -4.08085], [0.60971, -1.22824, -3.76205], [2.54145, -1.47064, -3.98307], [3.23277, -1.87847, -2.70236], [2.90868, -0.51484, -1.34125], [3.63309, -1.47963, 0.17532], [0.16696, -3.23326, -5.15140], [-0.96715, -3.16274, -3.78399], [0.69162, -3.75674, -3.51605], [2.93006, -0.53135, -4.37461], [2.66294, -2.22487, -4.76045], [4.31360, -1.92449, -2.84339], [2.88655, -2.83881, -2.32188], [4.70568, -1.55467, 0.01002], [3.16780, -2.45948, 0.22829], [3.44610, -0.87851, 1.05937], [-4.29547, -0.69212, -2.31570], [-2.87735, -0.72500, -2.03677], [-1.75024, -0.74700, -1.81438], [-4.53260, 0.19415, -2.90467], [-4.83651, -0.68447, -1.36963], [-4.57312, -1.58584, -2.87626], [0.27753, -3.83777, 4.50306], [1.15540, -4.52945, 3.46568], [1.15632, -3.84608, 2.10625], [-0.20217, -3.88549, 1.53887], [-0.56695, -3.48561, 0.35705], [0.60290, -2.94464, -0.83040], [-1.85482, -3.54218, -0.04266], [-3.04710, -3.36911, 0.74820], [-3.89937, -2.66553, 0.27066], [-3.12570, -4.08464, 2.02899], [-2.59099, -5.37024, 2.15748], [-2.73289, -6.05149, 3.35512], [-3.39138, -5.44714, 4.42073], [-3.92815, -4.17120, 4.28951], [-3.81041, -3.49070, 3.08969], [0.33469, -4.36194, 5.45516], [-0.77984, -3.81592, 4.21891], [0.60841, -2.81060, 4.66914], [0.85080, -5.57156, 3.33675], [2.18791, -4.55797, 3.81476], [1.83348, -4.35624, 1.42129], [1.46332, -2.79964, 2.18751], [-0.92226, -4.29286, 2.13230], [-1.99498, -3.20976, -0.98518], [-2.10555, -5.84798, 1.31362], [-2.34907, -7.05764, 3.45342], [-3.50057, -5.98143, 5.35505], [-4.45393, -3.71818, 5.11880], [-4.25118, -2.51051, 2.95995], [-0.32359, 6.52396, -2.32713], [0.17462, 7.70174, -2.81811], [-0.21011, 9.03276, -2.64027], [0.53688, 9.96949, -3.31077], [1.63400, 9.61655, -4.13700], [2.01036, 8.31318, -4.31083], [1.26386, 7.33130, -3.63423], [1.41551, 5.97808, -3.62568], [0.46315, 5.51951, -2.83880], [0.30722, 4.11660, -2.58843], [1.20827, 3.22159, -3.19500], [1.10756, 1.88421, -2.95037], [0.15810, 1.34169, -2.14720], [-0.72546, 2.20043, -1.58758], [-0.68798, 3.55555, -1.76944], [-1.08139, 6.44020, -1.67254], [-1.04588, 9.31561, -2.01540], [0.28147, 11.01557, -3.20902], [2.17920, 10.40406, -4.63820], [2.84407, 8.03369, -4.93935], [1.98101, 3.61133, -3.84235], [1.81383, 1.20611, -3.40768], [-1.48323, 1.76936, -0.94096], [-1.42650, 4.16517, -1.26895], [1.47399, 3.22067, 0.89008], [1.87671, 1.91023, 1.26325], [3.22581, 1.47597, 1.09128], [0.88128, 0.80001, 0.46190], [0.14182, 0.10148, 1.30446], [-0.59175, -0.78970, 0.73962], [0.28389, 0.43504, 2.71291], [-0.38069, -0.07570, 3.81656], [-0.05992, 0.45010, 5.06173], [0.89250, 1.45801, 5.18796], [1.55708, 1.98076, 4.07752], [1.23352, 1.44730, 2.85250], [-1.12850, -0.85003, 3.70561], [-0.55994, 0.07984, 5.94615], [1.12034, 1.85156, 6.16959], [2.28994, 2.76934, 4.18290]]
}